{"formula": "C66H177N21O30", "method": "ωB97M-V/def2-TZVPD", "orbital_gap_ev": 8.054, "homo_energy_ev": -8.01, "fmax_ha_per_bohr": 0.13874, "elements": ["O", "O", "O", "O", "O", "O", "O", "O", "O", "O", "O", "O", "O", "O", "O", "O", "O", "O", "O", "O", "O", "O", "O", "O", "O", "O", "O", "O", "O", "O", "N", "N", "N", "N", "N", "N", "N", "N", "N", "N", "N", "N", "N", "N", "N", "N", "N", "N", "N", "N", "N", "C", "C", "C", "C", "C", "C", "C", "C", "C", "C", "C", "C", "C", "C", "C", "C", "C", "C", "C", "C", "C", "C", "C", "C", "C", "C", "C", "C", "C", "C", "C", "C", "C", "C", "C", "C", "C", "C", "C", "C", "C", "C", "C", "C", "C", "C", "C", "C", "C", "C", "C", "C", "C", "C", "C", "C", "C", "C", "C", "C", "C", "C", "C", "C", "C", "C", "H", "H", "H", "H", "H", "H", "H", "H", "H", "H", "H", "H", "H", "H", "H", "H", "H", "H", "H", "H", "H", "H", "H", "H", "H", "H", "H", "H", "H", "H", "H", "H", "H", "H", "H", "H", "H", "H", "H", "H", "H", "H", "H", "H", "H", "H", "H", "H", "H", "H", "H", "H", "H", "H", "H", "H", "H", "H", "H", "H", "H", "H", "H", "H", "H", "H", "H", "H", "H", "H", "H", "H", "H", "H", "H", "H", "H", "H", "H", "H", "H", "H", "H", "H", "H", "H", "H", "H", "H", "H", "H", "H", "H", "H", "H", "H", "H", "H", "H", "H", "H", "H", "H", "H", "H", "H", "H", "H", "H", "H", "H", "H", "H", "H", "H", "H", "H", "H", "H", "H", "H", "H", "H", "H", "H", "H", "H", "H", "H", "H", "H", "H", "H", "H", "H", "H", "H", "H", "H", "H", "H", "H", "H", "H", "H", "H", "H", "H", "H", "H", "H", "H", "H", "H", "H", "H", "H", "H", "H", "H", "H", "H", "H", "H", "H", "H", "H", "H", "H", "H", "H", "H", "H", "H", "H", "H", "H"], "coordinates": [[-0.461, 5.749, -3.449], [-2.307, 6.475, 0.843], [7.221, -4.484, 3.047], [6.239, 0.618, -1.096], [2.443, 3.064, 4.258], [2.725, -0.496, 0.436], [0.146, -3.267, -2.386], [4.754, -3.497, -1.488], [-11.235, -0.287, -1.142], [2.266, 1.073, 7.225], [0.190, 1.844, 5.341], [-2.706, 4.394, 6.293], [7.613, 1.398, -7.092], [-1.654, -2.185, -6.092], [0.112, 3.169, 0.516], [-3.295, 1.423, -1.637], [-2.701, 0.799, -5.937], [-3.039, -6.132, -2.678], [-3.287, -9.967, -2.981], [-8.738, 3.305, 2.366], [2.566, -2.454, 5.813], [0.590, -5.284, 1.738], [-3.017, 10.823, 4.469], [4.215, 5.007, 1.055], [-2.358, 1.992, 4.606], [1.159, -8.315, -3.140], [3.911, 0.880, -4.205], [-0.268, -1.971, 3.309], [-5.232, -3.007, -0.748], [1.226, 8.234, 1.664], [4.630, -4.403, 1.165], [-1.442, -1.095, 1.558], [4.084, 1.882, 5.048], [-1.395, 4.753, -1.669], [-0.263, 10.391, 2.905], [4.565, 0.336, 1.221], [-1.546, 7.296, 2.740], [3.112, -0.387, 2.646], [-0.496, -10.592, -1.998], [-1.569, -7.839, -2.689], [-1.202, 6.884, -1.756], [-0.760, -5.868, -2.809], [-5.758, 1.466, 1.139], [0.114, -2.451, 1.247], [6.311, 3.779, -0.663], [4.388, 2.940, 3.178], [-3.767, 7.036, 2.405], [5.007, -0.057, -6.469], [-8.806, -1.965, -1.414], [0.075, -0.306, -0.843], [0.524, -4.328, 4.967], [6.896, 0.581, -7.996], [8.087, 2.520, -7.787], [7.281, 1.482, -1.506], [-5.182, 2.036, -0.060], [-0.126, -5.376, 0.534], [0.341, 3.752, 1.833], [0.665, 8.164, 0.401], [5.921, -0.474, -1.912], [-2.739, 3.268, 4.042], [2.103, -7.396, -3.547], [-2.531, 6.837, 2.005], [1.062, 0.409, 7.118], [-7.338, -1.900, -1.460], [4.411, -1.005, -5.559], [3.574, 2.628, 4.149], [3.353, -0.277, -4.709], [-1.350, 11.308, 2.749], [-6.443, 2.455, 1.965], [-1.612, -11.496, -2.341], [-6.616, -2.937, -0.547], [4.053, 4.364, -0.182], [-10.873, -1.260, -0.148], [-3.143, 12.170, 5.051], [3.471, -0.249, 1.375], [7.751, -3.694, 4.029], [0.865, 10.700, 2.012], [0.588, 0.488, 5.673], [1.815, 9.475, 1.976], [3.493, -3.899, -0.935], [-12.638, -0.301, -1.365], [-0.893, -2.263, -2.134], [6.232, -0.573, -7.166], [-3.020, -0.351, -5.161], [-2.526, -11.098, -3.512], [2.578, -3.895, 6.143], [-0.025, 1.202, -0.806], [-7.867, 2.701, 1.443], [-3.780, 2.242, -2.729], [-0.997, 5.771, -2.400], [-9.365, -1.368, -0.188], [-0.143, -5.478, 2.914], [-4.369, 0.870, -0.808], [1.158, -4.289, 6.239], [7.393, 2.789, -0.585], [0.880, -5.416, 4.057], [-2.982, -1.673, -5.904], [5.038, 3.218, -0.448], [-2.272, 4.516, 4.934], [-4.749, -3.633, -1.955], [3.621, -3.504, 0.555], [0.551, 1.837, 0.504], [-0.489, -1.801, 2.127], [3.833, -2.093, 5.320], [4.849, -3.723, -2.878], [2.993, 1.596, -3.389], [-0.507, -0.728, -2.113], [-1.845, -6.572, -2.732], [-10.067, 3.551, 1.926], [5.931, -4.960, 3.289], [-2.856, 10.869, 3.053], [1.760, -9.563, -2.725], [3.350, 6.118, 1.221], [-4.166, -9.390, -3.948], [4.826, -4.136, 2.597], [0.683, -10.626, -2.915], [0.588, -3.210, -3.686], [1.470, 11.588, 2.199], [-1.947, -10.885, -4.411], [0.018, -2.149, 0.288], [4.133, 5.242, -0.824], [-1.566, -2.610, -6.948], [7.492, 1.653, -2.562], [-12.914, -1.151, -1.989], [4.897, -0.829, -1.794], [5.971, -0.173, -2.958], [-3.813, 3.165, 3.887], [1.151, -5.292, 6.665], [5.093, -1.584, -4.936], [-2.042, -0.416, 2.003], [-1.150, 3.858, -2.067], [1.185, 8.653, -0.423], [0.728, -6.382, 4.537], [1.539, -6.548, -3.935], [-1.460, -0.203, -2.190], [5.029, 2.542, 0.407], [7.282, 3.167, -8.134], [-4.545, 2.971, -2.460], [4.014, -2.488, 0.585], [-2.943, 2.681, -3.271], [-0.609, 6.927, 2.660], [2.628, 9.717, 1.291], [-3.740, -4.017, -1.804], [-1.724, 7.010, -0.900], [-0.877, -9.675, -1.819], [-9.100, -1.459, -2.238], [3.008, -4.052, 7.132], [-3.193, -11.937, -3.708], [0.332, -10.705, -3.944], [-2.144, -11.889, -1.474], [-8.229, 1.790, 0.967], [-6.852, -2.791, 0.508], [3.888, -4.431, 3.068], [-7.077, -0.913, -1.080], [0.609, -2.216, -4.132], [-1.186, 4.587, 4.870], [8.201, -4.194, 4.887], [0.945, 2.339, 5.016], [6.514, 4.451, 0.063], [-0.873, -4.866, -2.746], [2.697, -7.026, -2.712], [-4.298, 1.615, -3.454], [-2.402, -0.418, -4.265], [2.174, -0.735, 2.786], [4.971, -3.063, 2.720], [4.664, -4.625, -3.461], [-2.838, 5.318, 4.459], [5.344, 2.623, 3.108], [-13.025, 0.580, -1.877], [-0.640, -8.178, -2.893], [8.646, 3.225, -7.170], [1.423, 3.827, 1.942], [-5.440, -4.379, -2.347], [5.737, -5.063, 4.357], [-4.602, 6.948, 1.844], [-1.039, -4.862, 2.991], [0.354, 0.840, 7.825], [2.070, 1.754, -3.947], [-4.848, -10.160, -4.307], [5.264, 0.823, -6.045], [1.878, -5.423, 3.618], [4.936, 0.453, 0.288], [-10.572, 4.125, 2.702], [-10.557, 2.622, 1.637], [-2.302, 12.732, 4.644], [-13.154, -0.511, -0.428], [-3.158, 12.354, 6.125], [0.846, -3.054, 1.595], [1.023, -0.619, -0.690], [3.855, -2.518, 4.317], [0.150, -6.303, -2.868], [2.852, -7.654, -4.295], [2.295, 1.440, 8.112], [-0.032, -3.815, -4.347], [-4.128, 0.005, -0.190], [6.126, 1.172, -8.491], [1.167, -0.645, 7.374], [-3.569, -9.114, -4.818], [-4.607, 2.910, 0.247], [4.077, -5.245, 1.094], [-11.208, -0.974, 0.849], [5.995, -1.269, -7.970], [-7.693, 3.288, 0.541], [5.070, 0.554, 2.068], [0.577, 7.117, 0.110], [-1.808, 4.825, -0.751], [-4.020, 12.710, 4.690], [-0.062, 4.764, 1.821], [-11.283, -2.245, -0.370], [0.580, 1.502, -1.662], [-0.381, -6.410, 0.300], [-2.361, 3.190, 3.023], [-8.969, -0.355, -0.108], [4.955, 1.373, 5.013], [1.354, 0.334, 4.913], [5.675, -3.143, -3.290], [-0.841, 7.740, -2.153], [2.625, -3.487, -1.449], [-0.488, -6.509, 2.839], [0.203, 1.417, 1.448], [-3.464, -2.467, -5.333], [-4.632, -2.841, -2.695], [-7.085, -1.970, -2.518], [3.962, 3.509, 2.461], [8.294, 3.333, -0.871], [-4.971, 1.116, 1.667], [-1.437, -2.537, -1.230], [2.753, 1.233, -2.390], [2.361, 9.397, 2.916], [4.797, 2.705, -1.379], [-1.397, 11.449, 1.669], [-8.909, -1.856, 0.674], [3.981, -3.121, -3.148], [-1.871, 1.173, -5.632], [3.168, -4.463, 5.424], [8.721, 2.241, -8.628], [3.544, 6.900, 0.487], [-1.763, -2.383, -2.780], [6.578, -1.330, -1.761], [3.766, -0.332, 3.414], [-5.756, 3.292, 2.088], [-5.976, 2.517, -0.631], [-1.046, -4.793, 0.561], [3.872, -1.840, -6.005], [-2.364, -8.462, -2.702], [-3.427, -1.594, -6.896], [7.470, 2.462, 0.452], [3.973, -1.019, 5.200], [3.091, 3.863, -0.289], [-1.754, 7.718, 3.633], [-0.207, 3.100, 2.513], [-10.080, 4.223, 1.068], [-1.053, 12.334, 2.968], [-0.125, -0.470, -3.100], [8.137, 0.884, -1.193], [3.501, 1.627, 5.832], [3.441, 2.572, -3.205], [-1.169, -12.386, -2.788], [-0.310, 8.631, 0.539], [7.565, 0.161, -8.748], [0.581, -4.960, -0.183], [-1.403, -1.022, 0.551], [0.621, -3.444, 4.489], [2.661, -9.801, -3.289], [-6.497, 1.889, 2.895], [1.109, -11.620, -2.773], [-2.557, 3.491, 6.585], [1.935, -9.508, -1.650], [4.635, -2.618, 5.839], [-3.467, 11.594, 2.513], [-2.981, 9.833, 2.738], [5.893, -6.009, 2.996], [-1.004, 1.621, -1.038], [7.081, -2.959, 4.474], [-4.740, -8.505, -3.674], [0.579, 10.773, 0.962], [7.037, -0.938, -6.528], [1.641, 1.807, 0.478], [-0.085, -0.287, 5.307], [8.415, -3.065, 3.436], [-4.025, -0.241, -4.753], [-4.996, 0.452, -1.596], [3.337, 6.611, 2.193], [0.542, -3.667, 6.888], [3.484, -4.986, -1.017], [2.665, -3.579, 1.073], [1.615, -3.574, -3.709], [-3.857, 7.280, 3.381], [2.905, -0.984, -4.011], [-0.451, 9.408, 2.770], [2.349, 5.772, 0.961], [2.519, -0.020, -5.363], [-7.054, -3.935, -0.550], [-1.423, 2.069, 4.808]], "lowdin_charge": [0.060, -0.014, -0.162, -0.247, 0.042, 0.010, -0.223, -0.197, -0.190, -0.063, -0.104, -0.064, -0.185, -0.084, -0.221, -0.246, -0.046, -0.021, -0.242, -0.175, -0.181, -0.245, -0.207, -0.218, -0.104, -0.229, -0.183, 0.030, -0.200, -0.220, -0.035, 0.193, 0.190, 0.191, -0.049, 0.214, 0.193, 0.219, -0.044, 0.173, 0.152, 0.203, -0.097, 0.205, -0.076, 0.201, 0.190, -0.033, -0.065, -0.051, -0.049, -0.233, -0.136, -0.163, -0.194, -0.112, -0.045, -0.141, -0.093, -0.203, -0.132, -0.716, -0.241, -0.187, -0.221, -0.772, -0.255, -0.218, -0.197, -0.193, -0.232, -0.198, -0.218, -0.074, -0.785, -0.149, -0.199, -0.165, -0.220, -0.170, -0.115, -0.143, -0.166, -0.246, -0.174, -0.185, -0.123, -0.230, -0.084, -0.819, -0.207, -0.208, -0.117, -0.234, -0.156, -0.173, -0.215, -0.220, -0.200, -0.082, -0.176, -0.202, -0.787, -0.124, -0.113, -0.084, -0.191, -0.692, -0.097, -0.209, -0.168, -0.152, -0.090, -0.100, -0.191, -0.192, -0.149, 0.122, 0.116, 0.079, 0.128, 0.081, 0.125, 0.082, 0.087, 0.081, 0.099, 0.121, 0.085, 0.113, 0.093, 0.103, 0.113, 0.081, 0.088, 0.089, 0.086, 0.083, 0.094, 0.084, 0.109, 0.118, 0.055, 0.056, 0.068, 0.098, 0.121, 0.120, 0.107, 0.119, 0.109, 0.110, 0.089, 0.096, 0.076, 0.109, 0.090, 0.033, 0.107, 0.079, 0.090, 0.066, 0.099, 0.107, 0.105, 0.088, 0.081, 0.114, 0.086, 0.069, 0.085, 0.066, 0.093, 0.111, 0.130, 0.130, 0.128, 0.090, 0.082, 0.102, 0.096, 0.085, 0.087, 0.084, 0.064, 0.080, 0.085, 0.098, 0.071, 0.047, 0.075, 0.098, 0.104, 0.084, 0.115, 0.119, 0.107, 0.085, 0.109, 0.097, 0.120, 0.109, 0.108, 0.112, 0.080, 0.088, 0.078, 0.073, 0.122, 0.094, 0.088, 0.091, 0.098, 0.116, 0.102, 0.078, 0.113, 0.105, 0.113, 0.113, 0.111, 0.064, 0.116, 0.085, 0.113, 0.100, 0.109, 0.077, 0.122, 0.111, 0.094, 0.118, 0.055, 0.085, 0.107, 0.087, 0.089, 0.108, 0.094, 0.064, 0.106, 0.102, 0.090, 0.117, 0.070, 0.123, 0.105, 0.062, 0.117, 0.118, 0.073, 0.081, 0.110, 0.103, 0.113, 0.081, 0.086, 0.106, 0.083, 0.116, 0.072, 0.070, 0.070, 0.126, 0.124, 0.115, 0.076, 0.131, 0.089, 0.117, 0.098, 0.123, 0.092, 0.072, 0.093, 0.099, 0.113, 0.102, 0.115, 0.096, 0.107, 0.096, 0.098, 0.126, 0.112, 0.094, 0.077, 0.109, 0.105, 0.066, 0.068, 0.121, 0.116, 0.005]}